No. 1
9
Properties=species:S:1:pos:R:3 method="wB97M-V/def2-TZVPD" gap_ha="0.2118 / 0.2115" homo_energy_ha="-0.4791 / -0.4790" charge=+1
C -0.084 -0.652 -0.126
N -0.732 0.232 -0.810
N 0.853 -0.539 0.747
S -0.074 -3.475 -1.215
I -1.405 -3.118 -3.030
H -0.821 1.115 -0.416
H -1.397 -0.190 -1.424
H 1.342 0.310 0.794
H 0.971 -1.376 1.291



No. 2
9
Properties=species:S:1:pos:R:3 method="wB97M-V/def2-TZVPD" gap_ha="0.2770 / 0.2770" homo_energy_ha="-0.3121 / -0.3121"
C 1.135 -0.557 -0.347
N -0.231 -0.737 0.158
O -1.255 -0.447 -0.545
S -1.410 1.722 -0.551
I -2.052 1.885 1.668
H 1.884 -0.974 0.198
H 1.071 -0.902 -1.397
H 1.252 0.509 -0.352
H -0.394 -0.498 1.168



No. 3
8
Properties=species:S:1:pos:R:3 method="wB97M-V/def2-TZVPD" gap_ha="0.2722 / 0.2727" smiles="N=S.CI" homo_energy_ha="-0.3264 / -0.3268"
N 1.008 0.762 -2.098
S 0.167 2.073 -2.479
H 0.454 -0.019 -2.142
C -0.394 -0.368 1.503
I -0.153 -1.990 0.116
H 0.219 -0.698 2.339
H 0.155 0.391 0.914
H -1.455 -0.151 1.846